1.
{"formula": "H18O9", "method": "ωB97M-V/def2-TZVPD", "symbols": ["O", "H", "H", "O", "H", "H", "O", "H", "H", "O", "H", "H", "O", "H", "H", "O", "H", "H", "O", "H", "H", "O", "H", "H", "O", "H", "H"], "coordinates": [[2.151, 1.353, -18.685], [2.027, 0.426, -18.742], [1.896, 1.575, -17.799], [4.076, -1.345, -20.114], [4.639, -1.980, -20.513], [3.224, -1.541, -20.487], [3.819, 1.563, -21.068], [4.199, 2.081, -20.343], [3.895, 0.736, -20.644], [3.300, 3.878, -15.738], [2.643, 3.168, -15.740], [4.215, 3.568, -15.699], [1.644, -1.487, -18.292], [1.094, -2.005, -18.891], [1.018, -1.364, -17.588], [1.603, -1.330, -21.326], [1.166, -1.655, -22.151], [1.012, -0.700, -20.887], [1.948, 3.852, -19.687], [2.603, 4.403, -19.260], [2.151, 2.917, -19.409], [1.654, 1.832, -16.031], [0.751, 2.003, -15.858], [1.763, 1.244, -15.257], [4.814, 0.624, -17.551], [4.917, 0.823, -16.612], [3.931, 0.346, -17.739]], "nbo_charge": [-0.9757, 0.4886, 0.4855, -0.9621, 0.4673, 0.4854, -0.9396, 0.4628, 0.4727, -0.9816, 0.4826, 0.4701, -0.9348, 0.4807, 0.4653, -0.9711, 0.4953, 0.4907, -0.9791, 0.4601, 0.4960, -0.9308, 0.4866, 0.4891, -0.9432, 0.4590, 0.4799], "smiles": "O.O.O.O.O.O.O.O.O", "fmax_ev_per_a": 2.318, "total_charge": 0, "e_lumo_ev": -0.52, "homo_lumo_gap_ev": 9.33, "e_above_lowest_kcal_mol": 65.9}

***

2.
{"formula": "C8H6O3S", "method": "ωB97M-V/def2-TZVPD", "symbols": ["C", "C", "C", "C", "C", "C", "C", "C", "O", "O", "O", "S", "H", "H", "H", "H", "H", "H"], "coordinates": [[0.874, 0.903, 1.824], [1.860, 0.001, 1.295], [-0.235, 1.151, 1.093], [1.802, -0.344, -0.042], [-0.325, 0.723, -0.267], [0.704, -0.024, -0.820], [-1.524, 0.403, -1.077], [0.190, -0.549, -2.107], [-2.208, -1.747, 0.369], [-2.931, 0.274, 1.463], [-1.182, -0.184, -2.135], [-3.079, -0.585, 0.316], [0.942, 1.339, 2.752], [2.663, -0.378, 1.790], [-1.095, 1.662, 1.511], [2.512, -0.897, -0.610], [0.795, -0.125, -2.967], [0.236, -1.623, -2.391]], "nbo_charge": [-0.2203, -0.1262, -0.1114, -0.2241, -0.2174, 0.0014, 0.2952, -0.1320, -0.9234, -0.9307, -0.4159, 1.6480, 0.2199, 0.2140, 0.2493, 0.2133, 0.2221, 0.2382], "fmax_ev_per_a": 3.684, "total_charge": 0, "e_lumo_ev": -0.78, "homo_lumo_gap_ev": 8.07, "e_above_lowest_kcal_mol": 49.2}

***

3.
{"formula": "C18H22N6Rh", "method": "ωB97M-V/def2-TZVPD", "symbols": ["Rh", "C", "N", "C", "C", "C", "C", "C", "C", "N", "C", "C", "C", "C", "C", "C", "N", "C", "C", "C", "C", "C", "N", "H", "H", "H", "H", "H", "H", "H", "H", "H", "H", "H", "H", "H", "H", "H", "H", "H", "H", "N", "N", "H", "H", "H", "H"], "coordinates": [[0.309, -0.391, -0.624], [-0.422, -1.747, 1.741], [0.435, -0.575, 1.353], [-0.017, 0.714, 1.996], [-0.950, 1.448, 1.092], [-1.871, 2.396, 1.488], [-2.565, 3.101, 0.514], [-2.319, 2.837, -0.829], [-1.411, 1.856, -1.163], [-0.738, 1.187, -0.209], [1.875, -0.806, 1.695], [2.709, 0.135, 0.865], [3.964, 0.567, 1.241], [4.666, 1.410, 0.391], [4.076, 1.809, -0.803], [2.821, 1.338, -1.117], [2.148, 0.496, -0.312], [-1.624, -1.851, 0.848], [-2.817, -2.412, 1.245], [-3.836, -2.564, 0.312], [-3.624, -2.135, -0.991], [-2.413, -1.566, -1.321], [-1.410, -1.439, -0.429], [-0.697, -1.671, 2.794], [0.185, -2.649, 1.633], [0.872, 1.332, 2.139], [-0.440, 0.525, 2.984], [-2.031, 2.589, 2.540], [-3.290, 3.852, 0.798], [-2.830, 3.377, -1.614], [-1.198, 1.595, -2.191], [2.124, -1.847, 1.475], [2.033, -0.654, 2.765], [4.383, 0.253, 2.188], [5.653, 1.760, 0.663], [4.581, 2.484, -1.480], [2.321, 1.642, -2.025], [-2.947, -2.737, 2.269], [-4.781, -3.006, 0.602], [-4.393, -2.229, -1.746], [-2.231, -1.194, -2.316], [1.609, -0.976, -2.742], [0.184, -1.211, -2.837], [1.901, -0.284, -3.425], [2.192, -1.801, -2.869], [0.022, -2.213, -2.935], [-0.211, -0.745, -3.652]], "nbo_charge": [1.1263, -0.2756, -0.2780, -0.2768, 0.2001, -0.1984, -0.0676, -0.2048, 0.0527, -0.3367, -0.2748, 0.1858, -0.2098, -0.0698, -0.2139, 0.0795, -0.4725, 0.1918, -0.2052, -0.0688, -0.2130, 0.0678, -0.4621, 0.2609, 0.2562, 0.2627, 0.2642, 0.2720, 0.2768, 0.2797, 0.2307, 0.2534, 0.2633, 0.2664, 0.2733, 0.2746, 0.2171, 0.2666, 0.2741, 0.2754, 0.2183, -0.7091, -0.6811, 0.4005, 0.4067, 0.4143, 0.4066], "fmax_ev_per_a": 1.060, "total_charge": 3, "e_lumo_ev": [-11.17, -11.17], "homo_lumo_gap_ev": [7.73, 7.73]}

***

4.
{"formula": "C5H12O2", "method": "ωB97M-V/def2-TZVPD", "symbols": ["C", "C", "C", "C", "C", "H", "H", "H", "H", "H", "H", "H", "H", "O", "H", "H", "O", "H", "H"], "coordinates": [[0.282, 0.123, 2.309], [1.025, 1.243, 2.294], [2.150, 1.515, 1.385], [2.350, 2.821, 1.130], [3.170, 0.422, 1.141], [0.191, -0.517, 1.430], [-0.194, -0.343, 3.157], [0.618, 2.152, 2.753], [2.931, 3.148, 0.271], [1.968, 3.610, 1.755], [4.151, 0.738, 1.471], [2.843, -0.453, 1.681], [3.208, 0.173, 0.076], [-5.086, -2.850, -4.527], [-4.457, -2.165, -4.785], [-4.594, -3.664, -4.682], [-3.332, -1.796, -1.993], [-4.235, -2.142, -2.004], [-2.989, -2.015, -2.862]], "nbo_charge": [-0.4106, -0.2055, -0.0252, -0.3708, -0.6487, 0.1899, 0.2041, 0.2065, 0.1916, 0.1952, 0.2251, 0.2268, 0.2216, -0.9346, 0.4657, 0.4692, -0.9369, 0.4783, 0.4584], "smiles": "C=CC(=C)C.O.O", "fmax_ev_per_a": 1.641, "total_charge": 0, "e_lumo_ev": 0.55, "homo_lumo_gap_ev": 8.59, "e_above_lowest_kcal_mol": 75.0}

***

5.
{"formula": "C36H36F4N3P2Pt", "method": "ωB97M-V/def2-TZVPD", "symbols": ["Pt", "C", "C", "N", "C", "C", "C", "C", "N", "C", "C", "F", "C", "F", "C", "C", "F", "C", "F", "H", "H", "H", "H", "H", "H", "H", "H", "H", "H", "H", "H", "H", "H", "H", "N", "P", "C", "C", "C", "C", "C", "C", "C", "C", "C", "C", "C", "C", "P", "C", "C", "C", "C", "C", "C", "C", "C", "C", "C", "C", "C", "H", "H", "H", "H", "H", "H", "H", "H", "H", "H", "H", "H", "H", "H", "H", "H", "H", "H", "H", "H", "H"], "coordinates": [[-0.056, 0.007, -0.002], [-0.902, 0.830, -3.113], [-0.500, 2.143, -2.458], [0.488, 1.964, -1.395], [0.640, 3.200, -0.621], [-0.410, 3.268, 0.479], [1.754, 1.436, -1.906], [2.684, 1.009, -0.769], [1.961, 0.309, 0.268], [2.641, -0.148, 1.335], [1.954, -0.746, 2.426], [0.601, -0.692, 2.451], [2.598, -1.381, 3.469], [1.863, -1.984, 4.407], [3.979, -1.398, 3.561], [4.684, -0.735, 2.571], [6.013, -0.670, 2.643], [4.055, -0.127, 1.497], [4.859, 0.468, 0.595], [-1.850, 0.961, -3.629], [-1.016, 0.058, -2.342], [-0.168, 0.489, -3.837], [-1.384, 2.587, -1.999], [-0.125, 2.836, -3.227], [0.561, 4.069, -1.287], [1.626, 3.218, -0.156], [-1.409, 3.352, 0.063], [-0.233, 4.118, 1.130], [-0.356, 2.351, 1.078], [2.278, 2.173, -2.533], [1.527, 0.555, -2.510], [3.202, 1.884, -0.353], [3.464, 0.363, -1.191], [4.479, -1.893, 4.374], [-1.991, -2.191, 0.367], [-2.274, -0.524, 0.469], [-3.966, -0.463, -0.220], [-4.156, -0.312, -1.589], [-5.423, -0.414, -2.135], [-6.506, -0.675, -1.312], [-6.326, -0.807, 0.056], [-5.062, -0.697, 0.607], [-2.564, -0.126, 2.222], [-2.474, -1.065, 3.242], [-2.720, -0.688, 4.551], [-3.030, 0.629, 4.849], [-3.091, 1.575, 3.838], [-2.863, 1.200, 2.527], [-0.351, -2.593, 0.057], [-0.485, -4.399, 0.329], [-1.042, -4.852, 1.521], [-1.240, -6.205, 1.723], [-0.844, -7.111, 0.752], [-0.244, -6.667, -0.416], [-0.047, -5.314, -0.623], [-0.243, -2.551, -1.772], [-1.287, -2.900, -2.621], [-1.090, -2.880, -3.991], [0.135, -2.505, -4.520], [1.168, -2.133, -3.676], [0.980, -2.153, -2.306], [-2.698, -2.891, 0.568], [-3.305, -0.112, -2.220], [-5.561, -0.287, -3.199], [-7.492, -0.770, -1.740], [-7.177, -0.994, 0.694], [-4.931, -0.786, 1.677], [-2.205, -2.084, 3.007], [-2.675, -1.423, 5.339], [-3.222, 0.922, 5.869], [-3.316, 2.605, 4.072], [-2.922, 1.928, 1.730], [-1.321, -4.137, 2.284], [-1.696, -6.550, 2.640], [-1.000, -8.166, 0.909], [0.069, -7.374, -1.171], [0.424, -4.972, -1.533], [-2.246, -3.180, -2.206], [-1.894, -3.155, -4.655], [0.280, -2.497, -5.589], [2.116, -1.825, -4.090], [1.783, -1.894, -1.626]], "lowdin_charge": [0.8422, -0.0941, -0.2274, -0.2328, -0.2194, -0.0799, -0.1695, -0.2271, -0.1522, -0.1838, -0.1700, -0.0123, -0.2284, 0.0968, 0.0668, -0.2219, 0.1099, -0.1361, 0.0700, 0.0812, 0.0153, 0.0719, 0.1165, 0.1376, 0.1350, 0.1160, 0.0661, 0.0860, 0.0420, 0.1459, 0.0915, 0.1179, 0.1251, 0.1346, -0.3759, 0.8301, -0.3246, -0.0889, -0.0645, -0.0619, -0.0600, -0.0734, -0.3848, -0.0901, -0.0585, -0.0589, -0.0600, -0.1010, 0.9930, -0.3292, -0.0984, -0.0623, -0.0581, -0.0563, -0.0716, -0.4221, -0.0902, -0.0622, -0.0672, -0.0795, -0.1363, 0.0852, 0.0748, 0.1113, 0.1115, 0.1124, 0.1065, 0.0844, 0.1116, 0.1111, 0.1116, 0.1010, 0.0913, 0.1127, 0.1122, 0.1142, 0.1073, 0.1103, 0.1105, 0.1115, 0.1133, 0.0950], "fmax_ev_per_a": 2.342, "total_charge": 1, "e_lumo_ev": -4.38, "homo_lumo_gap_ev": 5.35, "e_above_lowest_kcal_mol": 58.4}

***

6.
{"formula": "C32H53F3NO14", "method": "ωB97M-V/def2-TZVPD", "symbols": ["O", "C", "O", "N", "C", "F", "F", "F", "C", "C", "C", "C", "C", "C", "H", "H", "H", "H", "H", "O", "C", "O", "C", "C", "C", "H", "H", "H", "H", "H", "H", "H", "H", "O", "C", "O", "C", "C", "C", "H", "H", "H", "H", "H", "H", "H", "H", "O", "C", "O", "C", "C", "C", "H", "H", "H", "H", "H", "H", "H", "H", "O", "C", "O", "C", "C", "C", "H", "H", "H", "H", "H", "H", "H", "H", "O", "C", "O", "C", "C", "C", "H", "H", "H", "H", "H", "H", "H", "H", "O", "C", "O", "C", "C", "C", "H", "H", "H", "H", "H", "H", "H", "H"], "coordinates": [[2.139, -4.547, 0.848], [2.599, -3.727, 0.009], [4.010, -3.571, -0.236], [4.235, -3.158, -1.528], [4.873, -1.854, -1.567], [3.933, -0.734, -1.559], [5.577, -1.716, -2.821], [5.728, -1.627, -0.431], [1.655, -2.725, -0.843], [1.223, -2.974, -2.305], [0.338, -1.923, -3.077], [-0.044, -0.652, -2.292], [0.355, -0.378, -0.800], [1.221, -1.426, -0.066], [1.586, -3.943, -2.809], [0.081, -2.155, -4.156], [-0.661, 0.137, -2.858], [0.056, 0.555, -0.224], [1.566, -1.288, 1.022], [-1.697, -3.547, -4.530], [-1.695, -4.205, -5.547], [-0.565, -4.322, -6.269], [-0.404, -5.224, -7.374], [-0.903, -4.602, -8.661], [-2.963, -4.821, -6.067], [-0.869, -6.190, -7.164], [0.670, -5.411, -7.458], [-1.972, -4.385, -8.614], [-0.722, -5.269, -9.507], [-0.396, -3.652, -8.848], [-3.510, -4.077, -6.650], [-3.573, -5.126, -5.214], [-2.805, -5.715, -6.665], [1.970, -0.009, 3.769], [1.100, -0.552, 4.419], [0.691, -1.794, 4.097], [-0.184, -2.592, 4.905], [-1.635, -2.275, 4.611], [0.401, 0.179, 5.529], [0.063, -2.496, 5.965], [0.018, -3.633, 4.635], [-1.877, -1.238, 4.855], [-2.296, -2.928, 5.187], [-1.847, -2.408, 3.547], [-0.407, 0.782, 5.108], [1.123, 0.838, 6.016], [0.009, -0.472, 6.307], [-2.609, 1.478, 4.833], [-2.744, 2.682, 4.873], [-1.739, 3.483, 4.484], [-1.858, 4.905, 4.310], [-1.641, 5.631, 5.620], [-3.992, 3.298, 5.440], [-2.807, 5.164, 3.835], [-1.073, 5.193, 3.605], [-2.398, 5.361, 6.359], [-1.674, 6.712, 5.471], [-0.671, 5.364, 6.048], [-3.900, 3.357, 6.526], [-4.838, 2.656, 5.186], [-4.221, 4.281, 5.035], [-5.158, -8.047, -2.487], [-4.555, -7.180, -1.890], [-3.267, -6.935, -2.182], [-2.522, -5.812, -1.674], [-1.929, -6.122, -0.316], [-5.201, -6.432, -0.760], [-3.131, -4.906, -1.672], [-1.712, -5.636, -2.387], [-2.706, -6.318, 0.427], [-1.317, -5.289, 0.036], [-1.307, -7.019, -0.367], [-5.102, -7.014, 0.159], [-6.261, -6.306, -0.991], [-4.801, -5.432, -0.607], [8.430, 4.444, -2.835], [8.142, 3.267, -2.901], [8.200, 2.498, -1.802], [7.701, 1.149, -1.733], [8.740, 0.160, -2.216], [7.808, 2.630, -4.219], [6.750, 1.055, -2.262], [7.486, 0.957, -0.679], [8.995, 0.326, -3.265], [8.376, -0.863, -2.105], [9.666, 0.270, -1.644], [8.733, 2.345, -4.725], [7.277, 3.362, -4.831], [7.152, 1.766, -4.137], [-2.665, 9.014, 5.436], [-3.037, 9.147, 4.291], [-2.960, 8.112, 3.434], [-3.545, 8.103, 2.121], [-2.613, 8.730, 1.106], [-3.501, 10.483, 3.784], [-4.534, 8.567, 2.129], [-3.700, 7.051, 1.865], [-2.420, 9.781, 1.333], [-3.038, 8.666, 0.102], [-1.645, 8.222, 1.112], [-2.634, 11.072, 3.482], [-4.019, 10.998, 4.596], [-4.210, 10.419, 2.962]], "lowdin_charge": [0.0062, -0.3385, -0.1175, -0.0581, -0.4689, -0.0340, -0.0156, -0.0030, -0.0877, -0.0158, -0.0703, -0.0977, -0.0795, -0.0114, 0.1011, 0.0620, 0.0698, 0.0730, 0.1026, 0.0845, -0.5113, 0.0014, -0.2301, -0.0704, 0.0140, 0.1144, 0.1257, 0.0657, 0.0795, 0.0845, 0.0966, 0.0893, 0.0708, 0.0914, -0.5153, -0.0016, -0.2323, -0.0646, 0.0082, 0.1098, 0.1239, 0.0576, 0.0768, 0.0861, 0.0672, 0.0913, 0.0693, 0.0847, -0.5150, 0.0066, -0.2246, -0.0557, 0.0094, 0.1031, 0.1281, 0.0718, 0.0566, 0.0871, 0.0977, 0.0917, 0.0687, 0.0778, -0.5343, -0.0065, -0.2241, -0.0556, 0.0031, 0.1166, 0.1191, 0.0641, 0.0876, 0.0869, 0.0956, 0.0887, 0.0709, 0.0753, -0.5320, -0.0028, -0.2201, -0.0641, 0.0040, 0.1139, 0.1270, 0.0650, 0.0803, 0.0794, 0.0935, 0.0887, 0.0735, 0.0965, -0.5186, -0.0158, -0.2283, -0.0628, 0.0089, 0.1143, 0.1213, 0.0683, 0.0843, 0.0881, 0.0997, 0.0936, 0.0695], "fmax_ev_per_a": 5.097, "total_charge": -1, "e_lumo_ev": 1.48, "homo_lumo_gap_ev": 5.14}

***

7.
{"formula": "C4H5N3O2", "method": "ωB97M-V/def2-TZVPD", "symbols": ["O", "C", "C", "N", "O", "N", "N", "C", "C", "H", "H", "H", "H", "H"], "coordinates": [[-1.009, 2.013, -0.058], [-1.361, 0.824, -0.081], [-2.664, 0.194, 0.072], [-2.531, -1.113, -0.138], [-1.239, -1.474, -0.201], [-0.410, -0.207, 0.007], [0.826, -0.381, -0.648], [1.837, 0.544, -0.226], [1.856, -0.748, 0.383], [-3.645, 0.599, 0.008], [2.683, 0.768, -1.035], [1.551, 1.363, 0.497], [2.511, -1.562, -0.028], [1.593, -0.819, 1.447]], "nbo_charge": [-0.5846, 0.5499, -0.1353, 0.0048, -0.1669, -0.0395, -0.2371, -0.2615, -0.2702, 0.2369, 0.2259, 0.2415, 0.2152, 0.2209], "smiles": "O=c1cnon1N1CC1", "fmax_ev_per_a": 4.157, "total_charge": 0, "e_lumo_ev": -0.03, "homo_lumo_gap_ev": 9.48, "e_above_lowest_kcal_mol": 171.6}

***

8.
{"formula": "C2H3PS3", "method": "ωB97M-V/def2-TZVPD", "symbols": ["H", "P", "C", "C", "S", "S", "S", "H", "H"], "coordinates": [[-1.969, -2.047, -0.362], [-2.210, -0.714, -0.273], [-0.317, -0.382, -0.124], [0.030, 0.951, 0.320], [1.759, 1.476, 0.012], [2.464, -0.258, -0.822], [0.904, -1.526, -0.205], [-0.797, 1.694, 0.105], [0.137, 0.807, 1.350]], "nbo_charge": [-0.0595, 0.2609, -0.4408, -0.6213, 0.0919, -0.0328, 0.2872, 0.2645, 0.2499], "smiles": "[H]/P=C1/CSSS1", "fmax_ev_per_a": 5.368, "total_charge": 0, "e_lumo_ev": [-1.03, -1.03], "homo_lumo_gap_ev": [6.94, 6.94], "e_above_lowest_kcal_mol": 17.0}

***

no.,M (Da),calculated total energy (eV)
1,162.14,-18719.27743
2,182.20,-25367.44075
3,425.32,-30944.95589
4,104.15,-9471.88459
5,843.72,-75075.25390
6,732.76,-72346.52441
7,127.10,-12788.43207
8,154.22,-43914.76972